21
Properties=species:S:1:pos:R:3:forces:R:3 method="wB97M-V/def2-TZVPD" e_above_lowest_kj_mol=0.0 homo_ha=-0.482 molar_mass_g_mol=248.1 lumo_ev=-6.545 charge=+1 multiplicity=1 homo_lumo_gap_ev=6.57
C -0.86565 -1.50999 1.44259 0.03 -0.05 0.22
C -1.91864 -0.94921 0.98851 -0.25 0.22 -0.75
C -0.07231 0.06157 -0.86877 -0.28 0.31 -0.43
C 0.39759 2.15769 0.28532 0.73 -0.35 0.32
C 0.41418 -1.85282 0.69482 0.35 0.33 -0.42
C 1.76939 1.52360 0.48469 0.10 0.64 -0.01
C 0.99448 -0.65211 -0.07524 0.28 -0.49 -0.29
N -0.63582 -0.57846 -1.82720 0.06 -1.02 0.38
N -0.40641 1.33372 -0.48672 -0.90 0.13 -0.41
O 0.02348 3.20667 0.71429 -0.07 0.30 -0.09
O 1.61623 0.17875 0.87001 -0.31 -0.37 0.25
O -1.69228 0.08349 -2.41655 0.05 0.48 0.12
Br -3.34907 -0.20441 0.30872 0.58 -0.42 0.52
H -0.84863 -1.81581 2.48907 -0.36 0.13 0.15
H 1.16853 -2.16814 1.41447 -0.11 -0.08 -0.02
H 0.19187 -2.67051 0.01002 0.01 0.00 -0.01
H 2.33450 1.62138 -0.45552 0.01 -0.04 0.15
H 2.30948 2.02183 1.28915 -0.12 0.02 -0.15
H 1.74484 -1.06137 -0.77544 -0.20 0.13 0.10
H -1.23674 1.74100 -0.90905 0.21 0.05 0.10
H -1.93902 -0.46686 -3.17716 0.19 0.08 0.25

=====

18
Properties=species:S:1:pos:R:3:forces:R:3 method="wB97M-V/def2-TZVPD" e_above_lowest_kj_mol=363.0 homo_ha=-0.317 molar_mass_g_mol=202.1 lumo_ev=-0.397 multiplicity=1 homo_lumo_gap_ev=8.22
C 0.70569 0.07477 -1.62560 0.27 -5.15 -0.35
C 0.97063 -0.50096 -0.23706 2.91 -0.51 -1.09
Br 2.86670 -0.18833 0.10204 0.17 0.05 0.41
C 0.42120 -1.46756 0.50070 -0.33 0.46 -0.82
C -0.99930 -1.69100 0.14731 0.72 4.39 2.33
C -1.82723 -0.64410 0.46869 0.42 0.55 1.09
N -1.38373 0.33096 1.35871 0.73 0.08 1.30
C -0.37733 1.10239 1.42113 -1.38 -0.56 -1.58
C 0.19517 1.79635 0.24382 0.01 1.04 0.11
O -0.50419 2.16269 -0.66434 -0.05 0.28 0.01
H -0.31594 -0.00159 -1.77821 -2.12 0.30 -0.42
H 1.12206 -0.64812 -2.41632 -0.11 0.83 1.30
H 1.04585 1.00243 -1.84499 1.17 2.61 -0.26
H 0.98265 -1.89284 1.36563 -0.70 0.08 -0.90
H -1.29688 -2.57816 -0.18553 -1.56 -3.46 -1.29
H -2.91920 -0.53323 0.48202 0.37 -0.88 -0.86
H 0.06971 1.54453 2.29072 -0.44 -0.11 1.23
H 1.24414 2.13178 0.37128 -0.08 -0.01 -0.23

=====

18
Properties=species:S:1:pos:R:3:forces:R:3 method="wB97M-V/def2-TZVPD" e_above_lowest_kj_mol=0.0 homo_ha=-0.333 molar_mass_g_mol=219.0 lumo_ev=-1.030 multiplicity=1 homo_lumo_gap_ev=8.03
C 2.87871 -2.18650 0.23117 1.00 0.80 1.04
O 1.78331 -1.32890 0.24872 -2.66 1.28 0.01
P 0.22927 -1.73523 -0.01356 0.39 -0.13 1.60
Br -0.72731 -1.97501 2.58429 0.79 0.19 -1.90
C -0.43793 -0.09635 -0.29466 -0.74 0.52 -0.19
C 0.15062 1.07745 0.19226 1.41 -2.15 1.16
C -0.56554 2.23947 0.24414 1.82 1.74 0.36
C -1.77810 2.30115 -0.34308 -2.12 -1.07 -1.23
C -2.37715 1.17055 -0.95870 -0.48 0.65 -0.07
C -1.71241 -0.05226 -0.91362 0.13 -0.88 0.33
H 3.71734 -1.43214 0.29936 -0.38 -1.50 -0.16
H 2.84076 -2.71104 -0.69744 0.60 -0.69 -0.54
H 2.83778 -2.84717 1.11249 0.32 0.10 -0.41
H 1.14020 0.88509 0.68314 -0.96 0.85 -0.50
H -0.13726 3.18724 0.64302 -0.24 -1.02 -0.11
H -2.32820 3.22139 -0.33505 -0.20 0.32 -0.04
H -3.38142 1.32902 -1.43412 1.14 -0.51 0.50
H -2.13267 -1.04677 -1.24835 0.17 1.47 0.16

=====

19
Properties=species:S:1:pos:R:3:forces:R:3 method="wB97M-V/def2-TZVPD" e_above_lowest_kj_mol=222.8 homo_ha=-0.329 molar_mass_g_mol=195.0 lumo_ev=-0.272 multiplicity=1 homo_lumo_gap_ev=8.67
O -3.81421 1.23991 2.50352 0.33 -0.54 -1.35
C -4.03329 0.84905 1.42806 -0.12 1.08 3.62
C -4.68503 0.48230 0.35996 0.19 -0.30 -3.41
Cl -4.96722 1.87593 -0.73438 -0.19 -0.57 0.60
Cl -4.22234 -0.97865 -0.49592 -0.42 0.37 0.54
C 0.63705 -2.90469 0.12717 -0.34 -1.00 -2.28
C -0.27496 -1.82263 0.39735 0.02 -1.57 -0.43
C -1.11170 -1.06901 0.79508 -0.26 2.41 0.13
O -1.61143 0.15934 0.82296 -0.73 -0.95 1.38
C -1.14446 0.88599 -0.30967 0.36 -0.64 -0.81
C 0.25497 1.42238 -0.11768 -0.92 -2.30 -1.61
H 0.45634 -3.52698 -0.86540 -0.04 1.40 1.95
H 0.48778 -3.57774 0.96121 0.89 -0.38 0.15
H 1.61230 -2.43694 -0.01810 0.33 -0.62 0.55
H -1.00408 0.06837 -1.03525 -0.56 0.84 -0.57
H -1.93963 1.57919 -0.58340 0.21 0.14 -0.01
H 0.80955 0.53230 0.12978 0.56 -0.36 0.18
H 0.56360 1.65390 -1.12994 0.48 0.91 0.11
H 0.39908 2.07699 0.66212 0.22 2.09 1.27